No. 1
Entry from the OMol25 dataset: 3 unconnected molecules or ions with the total composition C2H11NO2 at a distorted geometry (ωB97M-V with the def2-TZVPD basis set).

## Properties
Orbital gap in eV: 11.2
HOMO in eV: -10.5
SMILES string: CCN.O.O
Electronic energy in hartree: -288.0095

Structure (ORCA input):
```
! wB97M-V def2-TZVPD RIJCOSX def2/J DEFGRID3
* xyz 0 1
C 1.313 -0.289 1.015
C 0.526 -1.333 0.267
N 0.149 -0.808 -1.053
H 1.114 0.762 0.901
H 1.080 -0.491 2.074
H 2.389 -0.490 1.049
H 0.987 -2.326 0.383
H -0.372 -1.576 0.852
H 1.004 -0.390 -1.427
H -0.022 -1.560 -1.720
O -2.345 0.748 -0.154
H -2.173 0.564 0.782
H -1.598 0.330 -0.598
O -0.520 2.599 -0.953
H -0.267 1.686 -1.060
H -1.263 2.575 -0.359
*
```

Löwdin population analysis, charges in e, atoms 1 to 5: -0.113 -0.345 -0.017 0.065 0.076

No. 2
Entry from the OMol25 dataset: 3 unconnected molecules or ions with the total composition C2H11NO2S at a distorted geometry (ωB97M-V with the def2-TZVPD basis set).

## Properties
Orbital gap in eV: 9.6
HOMO in eV: -9.4
SMILES string: NCCS.O.O
Electronic energy in hartree: -686.1470

Structure (ORCA input):
```
! wB97M-V def2-TZVPD RIJCOSX def2/J DEFGRID3
* xyz 0 1
N -1.616 1.705 -0.988
C -1.363 1.430 0.529
C -0.169 0.387 0.771
S -0.043 0.047 2.610
H -1.861 0.770 -1.390
H -0.739 1.876 -1.585
H -2.203 0.740 0.768
H -1.067 2.221 1.078
H -0.126 -0.565 0.151
H 0.619 1.090 0.662
H 1.232 -0.195 2.301
O -0.136 -2.265 -2.282
H 0.703 -2.706 -2.500
H -0.495 -2.861 -1.542
O 2.734 -0.606 -2.303
H 1.808 -0.396 -2.536
H 2.530 -0.595 -1.374
*
```

Löwdin population analysis, charges in e, atoms 1 to 5: -0.040 -0.281 -0.556 0.653 0.055

No. 3
Entry from the OMol25 dataset: 3 unconnected molecules or ions with the total composition C2H11NO2S2 at a distorted geometry (ωB97M-V with the def2-TZVPD basis set).

## Properties
Orbital gap in eV: 8.8
HOMO in eV: -8.6
SMILES string: NCCSS.O.O
Electronic energy in hartree: -1084.3325

Structure (ORCA input):
```
! wB97M-V def2-TZVPD RIJCOSX def2/J DEFGRID3
* xyz 0 1
N -0.048 1.552 -0.384
C -0.292 1.312 0.986
C 0.658 0.192 1.539
S -0.299 -1.126 2.507
S 1.085 -2.681 2.408
H 0.714 1.087 -0.953
H -0.154 2.590 -0.634
H 0.156 2.191 1.556
H -1.388 1.362 1.109
H 1.157 -0.218 0.608
H 1.319 0.593 2.326
H 2.184 -1.904 1.804
O 0.197 -0.244 -3.893
H -0.625 0.070 -4.222
H -0.111 -0.530 -3.035
O -1.390 -1.396 -1.039
H -2.237 -1.391 -0.557
H -0.926 -1.459 -0.126
*
```

Löwdin population analysis, charges in e, atoms 1 to 5: -0.070 -0.395 -0.511 0.356 0.236

No. 4
Entry from the OMol25 dataset: 3 unconnected molecules or ions with the total composition C2H11NO2S2 at a distorted geometry (ωB97M-V with the def2-TZVPD basis set).

## Properties
Orbital gap in eV: 8.6
HOMO in eV: -8.3
SMILES string: NCCSS.O.O
Electronic energy in hartree: -1084.3567

Structure (ORCA input):
```
! wB97M-V def2-TZVPD RIJCOSX def2/J DEFGRID3
* xyz 0 1
N 1.637 -0.726 -1.293
C 0.472 -1.354 -1.959
C -0.856 -0.543 -1.880
S -1.539 -0.572 -0.135
S -2.396 1.297 0.135
H 1.504 -0.703 -0.287
H 1.644 0.235 -1.628
H 0.618 -1.659 -2.984
H 0.268 -2.197 -1.345
H -0.840 0.491 -2.250
H -1.603 -0.958 -2.554
H -2.964 1.393 1.403
O 4.521 1.773 1.572
H 5.345 1.450 1.310
H 4.455 1.397 2.420
O 1.018 -0.934 2.524
H 0.233 -1.008 1.933
H 0.840 -0.289 3.305
*
```

Löwdin population analysis, charges in e, atoms 1 to 5: 0.003 -0.326 -0.499 0.382 0.261

No. 5
Entry from the OMol25 dataset: 4 unconnected molecules or ions with the total composition C2H11NO3 (ωB97M-V with the def2-TZVPD basis set).

## Properties
Orbital gap (alpha / beta) in eV: 2.1 / 10.3
HOMO (alpha / beta) in eV: 1.2 / -6.6
Electronic energy in hartree: -363.1815

Structure (ORCA input):
```
! wB97M-V def2-TZVPD RIJCOSX def2/J DEFGRID3
* xyz -1 2
C -0.266 0.538 0.311
C -2.073 -0.269 1.539
N -0.955 -0.533 1.023
H -0.206 1.425 0.935
H 0.679 0.184 -0.126
H -0.869 0.838 -0.539
H -2.667 -1.056 2.007
H -2.507 0.726 1.476
H 2.891 -1.922 2.857
H 2.649 -3.027 3.832
O 3.230 -2.265 3.697
H -3.489 -1.790 -1.807
H -2.528 -0.977 -0.960
O -3.441 -0.980 -1.280
H 3.314 3.120 -5.099
H 3.404 2.786 -3.602
O 2.834 3.199 -4.265
*
```

Löwdin population analysis, charges in e, atoms 1 to 5: -0.326 -0.200 -0.114 0.049 0.009

No. 6
Entry from the OMol25 dataset: 4 unconnected molecules or ions with the total composition C2H11NO3 at a distorted geometry (ωB97M-V with the def2-TZVPD basis set).

## Properties
Orbital gap in eV: 11.3
HOMO in eV: -10.5
SMILES string: C=NC.O.O.O
Electronic energy in hartree: -363.2215

Structure (ORCA input):
```
! wB97M-V def2-TZVPD RIJCOSX def2/J DEFGRID3
* xyz 0 1
C -1.427 1.805 0.112
N -1.692 0.580 -0.118
C -3.089 0.258 -0.422
H -0.361 2.084 0.069
H -2.168 2.586 0.338
H -3.149 -0.253 -1.378
H -3.727 1.147 -0.476
H -3.396 -0.387 0.379
O -1.281 -1.350 2.292
H -0.833 -1.806 1.595
H -1.181 -0.424 2.053
O 0.807 -1.043 0.284
H 0.111 -0.470 -0.083
H 0.306 -1.859 0.338
O 5.617 0.279 -2.157
H 5.962 0.919 -1.534
H 6.165 -0.495 -1.961
*
```

Löwdin population analysis, charges in e, atoms 1 to 5: -0.042 -0.116 -0.115 0.081 0.082

> What is the electronic energy in the second record?

-686.1470 hartree